Here is a 6-piece molecular cluster, C22H42N6O2 overall from the Open Molecules 2025 dataset. Energies are from ωB97M-V/def2-TZVPD.

The highest occupied orbital energy is -9.6 eV. Its multiplicity is 1. The molar mass comes out at 422.6 g/mol. The value obtained for the total energy is -36528.4897 eV. For the LUMO energy, the calculation gives 0.015 Ha. The max |F| is 3.084 eV/A. The SMILES is CN(C)C=O.CN(C)C=O.CCCC#N.CCCC#N.CCCC#N.CCCC#N.

```
72
Properties=species:S:1:pos:R:3:forces:R:3:lowdin_charge:R:1
H 5.0301 3.4169 -4.4835 -0.417 -0.075 0.301 0.07
H 1.5034 1.8289 -4.1136 -1.499 -1.073 0.312 0.07
C -4.9627 -0.8181 2.3477 -0.260 -0.735 -0.173 -0.24
N 0.9593 -1.9420 4.0656 1.229 -1.380 -0.929 -0.18
C -2.1467 4.5542 4.3690 -0.634 0.325 0.002 -0.22
C 1.7219 -1.9701 0.0850 -0.736 -1.521 0.412 -0.20
C -0.8320 4.9217 3.7928 -0.372 -0.488 0.108 -0.20
H 0.9246 4.1351 2.8885 0.411 0.107 0.266 0.10
H -0.5068 -3.5314 -6.4855 0.255 0.567 0.809 0.10
H 0.1969 -0.0165 1.1021 0.490 0.492 -1.085 0.12
H -0.7777 0.1363 -6.0301 -0.300 -0.576 0.845 0.09
H -1.9620 -2.1993 1.4206 -0.525 -0.299 0.368 0.08
H 0.6159 1.2723 -0.0957 0.401 -0.057 0.191 0.10
H -0.8146 -1.3237 -0.8503 -0.034 0.007 -0.120 0.07
H 2.8234 -1.4693 3.1092 0.297 -0.528 -1.333 0.06
H -3.0655 -3.6727 3.2827 -0.140 0.225 -0.884 0.08
N -1.0112 -1.8689 -5.1103 0.817 0.785 -0.352 -0.17
H -3.2594 -1.1721 3.3914 0.702 -0.194 1.071 0.07
C -1.2329 -3.2214 -5.6926 2.633 -0.060 0.890 -0.05
C 2.2525 2.5461 -3.9978 1.772 1.567 -1.391 -0.17
C 2.3394 -1.4918 4.0480 -0.159 0.302 2.368 -0.05
C 0.7470 -3.3754 3.8533 0.989 -0.863 0.956 -0.03
C 2.6865 2.6564 -2.6190 0.625 -0.449 2.451 -0.21
N 2.9639 2.6806 -1.4842 -0.465 0.044 -2.266 0.14
N 1.5419 -3.1173 0.2224 0.508 2.341 -0.220 0.14
H 2.7021 2.0790 -5.9641 -0.502 -0.062 -1.083 0.09
H 2.9293 -2.1114 4.7748 -0.386 0.626 -0.694 0.11
O -1.2008 -1.2804 3.7836 0.932 0.164 0.284 0.00
N -6.0945 -0.6285 2.2970 -0.052 0.085 0.022 0.12
H 1.2677 -3.9262 4.6997 -0.471 0.629 -0.885 0.10
H 1.1937 -3.7781 2.9098 -0.550 0.661 0.535 0.08
H -1.7780 -1.0018 -6.8895 -0.188 0.341 1.326 0.10
H 2.3408 -0.4416 4.3798 0.150 -0.364 0.179 0.08
N -3.2478 4.4099 4.6921 1.094 -0.116 -0.107 0.14
H -0.3049 -3.6215 3.9539 -0.086 0.178 -0.332 0.07
H -3.0294 -4.4591 1.6760 0.625 -0.661 -0.203 0.05
C -0.0160 -1.0487 3.9925 -1.133 0.496 0.151 -0.33
H -0.5158 2.2193 4.8495 0.291 0.254 0.122 0.07
H 1.8882 3.5375 -4.3039 -0.291 -0.244 0.242 0.12
C -3.5150 -1.0825 2.3779 -1.511 0.145 -2.279 -0.21
H -3.1674 -0.1376 1.9711 0.858 0.059 0.112 0.11
H 3.6978 1.2056 -4.9120 0.569 -0.556 0.251 0.10
H 2.5520 -0.1075 0.5785 0.242 0.089 -0.058 0.11
H -3.3585 -2.1737 0.4368 -0.614 -0.385 0.550 0.11
C 0.5388 0.1911 0.0334 -2.833 0.159 1.208 -0.26
C 4.3538 3.2613 -5.3310 0.839 -0.022 0.275 -0.11
H 5.0822 3.0506 -6.1299 -0.695 -0.026 -0.150 0.08
C -0.0453 -1.6569 -4.1467 -0.485 1.147 -1.345 -0.31
H -1.2037 -4.0048 -4.9092 -0.172 0.586 -0.377 0.10
H -0.5577 0.1596 -1.8394 0.267 -0.188 -0.816 0.03
C 0.3806 2.8167 4.6210 0.003 0.568 -0.426 -0.10
H 0.2854 -2.5964 -3.7537 0.467 -0.721 0.703 0.12
H -1.0780 5.5851 2.9813 -0.013 0.103 -0.667 0.11
C 3.3129 2.1847 -5.1043 -0.197 0.576 1.371 -0.24
H -1.5275 0.2797 -0.4394 0.069 -0.529 -0.030 0.08
C 1.8300 -0.4839 -0.1413 0.911 -2.258 1.034 -0.20
C 0.0478 3.7366 3.3859 0.035 -0.661 1.010 -0.24
H 1.1525 2.1304 4.2742 0.114 -0.113 0.268 0.04
H -2.0925 -3.2873 -6.2583 -2.460 0.243 -0.457 0.05
H -2.3801 -0.3387 -5.2918 -0.729 0.741 0.078 0.07
C -3.4401 -3.6435 2.2317 1.106 1.141 -0.469 -0.09
C -3.0670 -2.3019 1.4922 0.634 0.402 1.523 -0.21
O 0.4191 -0.5611 -3.8161 -0.708 -1.283 -0.459 -0.03
C -0.6527 -0.2473 -0.8575 0.064 0.833 1.198 -0.09
H 0.3819 -0.0389 4.2129 -0.359 0.012 -0.197 0.11
H -0.3760 3.0573 2.6382 -0.465 0.385 0.087 0.10
C -1.5266 -0.6605 -5.8367 1.027 -1.724 -1.781 -0.03
H -4.4779 -3.8589 2.2358 -1.233 0.261 0.135 0.05
H 2.2559 -0.4639 -1.1006 0.533 0.730 -1.519 0.09
H 0.7393 3.3233 5.5613 -0.393 -0.257 -1.103 0.09
H 3.8384 4.2026 -5.5072 0.169 0.179 -0.245 0.07
H -0.2717 5.5533 4.4760 -0.056 -0.085 0.421 0.11
```
Positions in Å, forces in eV/Å.